1.
CH2Cl2FN | ωB97M-V with the def2-TZVPD basis set

Results
2S+1: 1
frontier orbital gap (spin up / spin down): 8.12 / 8.13 eV
relative energy (zero: lowest compared OMol25 entry of this formula, charge and spin): 3.558 eV
HOMO level (spin up / spin down): -9.13 / -9.15 eV

Each line ends with the Mulliken charge.
CARTESIAN COORDINATES (ANGSTROEM)
1 Cl -1.158 1.708 0.451  -0.078
2 Cl -1.795 -1.230 0.567  -0.054
3 F -0.916 0.050 -1.446  -0.132
4 N 1.316 -0.452 0.461  -0.580
5 C -0.929 0.068 -0.137  0.427
6 H 1.591 -0.437 -0.566  0.212
7 H 1.889 0.292 0.671  0.205

---

2.
C5H7NO4P | ωB97M-V with the def2-TZVPD basis set

Results
charge: -1
2S+1: 1
frontier orbital gap: 8.07 eV
relative energy (zero: lowest compared OMol25 entry of this formula, charge and spin): 2.256 eV
HOMO level: -4.32 eV

Each line ends with the Mulliken charge.
CARTESIAN COORDINATES (ANGSTROEM)
1 P 2.379 -0.151 -0.203  0.852
2 O 3.439 0.619 -0.919  -0.775
3 O 1.592 -0.985 -1.290  -0.473
4 O -1.064 -1.068 1.240  -0.292
5 O 2.552 -1.063 0.941  -0.733
6 N 1.131 2.356 -0.127  -0.367
7 C -2.673 -1.043 -0.242  -0.215
8 C -2.345 -1.594 0.949  -0.493
9 C -0.753 -0.109 0.354  -0.196
10 C 1.107 1.175 0.495  -0.016
11 C -1.746 -0.124 -0.681  -0.474
12 H -2.744 -2.264 1.606  0.493
13 H -1.798 0.418 -1.576  0.465
14 H 0.963 1.116 1.627  0.315
15 H 0.649 3.145 0.298  0.210
16 H -3.714 -1.198 -0.725  0.203
17 H 1.688 2.496 -0.894  0.206
18 H 1.336 -1.724 -0.851  0.290

---

3.
C4H7N2 | ωB97M-V with the def2-TZVPD basis set

Results
charge: +1
2S+1: 3
frontier orbital gap (spin up / spin down): 7.74 / 8.10 eV
relative energy (zero: lowest compared OMol25 entry of this formula, charge and spin): 2.446 eV
HOMO level (spin up / spin down): -11.29 / -15.66 eV

Each line ends with the Mulliken spin population.
CARTESIAN COORDINATES (ANGSTROEM)
1 N -0.548 0.542 -0.438  0.003
2 N 1.680 0.058 0.120  0.886
3 C 1.073 -1.101 0.042  0.871
4 C 0.793 1.115 -0.014  0.026
5 C -1.212 -0.303 0.540  0.090
6 C -0.329 -0.896 -0.453  -0.010
7 H -0.725 -1.351 -1.293  0.019
8 H -1.122 1.010 -1.200  0.004
9 H 0.972 1.876 -0.708  0.035
10 H 0.914 1.538 1.055  0.054
11 H -2.311 -0.353 0.568  0.010
12 H 1.595 -1.967 0.253  0.029
13 H -0.780 -0.166 1.528  -0.017

---

4.
C39H62BCl2N10O2PRh | ωB97M-V with the def2-TZVPD basis set

Results
charge: +1
2S+1: 1
frontier orbital gap: 7.42 eV
HOMO level: -10.26 eV

Each line ends with the Mulliken charge.
CARTESIAN COORDINATES (ANGSTROEM)
1 Rh 0.008 0.342 0.481  0.012
2 Cl -6.665 0.274 2.026  -0.252
3 Cl -2.732 -3.367 2.475  -0.202
4 P -0.543 -2.083 -2.122  -2.037
5 O -1.005 -1.158 1.369  0.083
6 O -0.127 -0.921 -1.272  1.398
7 N -1.846 -2.947 -1.629  0.921
8 N 1.901 1.958 -1.096  0.301
9 N 2.901 0.157 0.358  0.330
10 N 1.865 -0.625 0.768  1.289
11 N 1.889 2.206 1.386  -0.093
12 N 0.566 1.736 -1.090  1.141
13 N 0.753 1.609 1.863  1.260
14 N -1.776 1.269 0.773  1.659
15 N 0.721 -3.139 -2.260  0.786
16 N -0.955 -1.513 -3.636  0.740
17 C 0.627 -4.229 -3.222  -1.211
18 C 2.262 3.189 2.222  0.277
19 C 0.080 2.246 -2.253  -0.871
20 C -4.578 -1.426 2.104  -0.574
21 C -1.373 3.046 4.520  -1.904
22 C -2.338 1.320 -2.427  -0.289
23 C 2.089 -2.698 -2.030  -1.360
24 C -0.595 1.801 4.073  2.483
25 C -3.309 3.068 0.974  -1.641
26 C -1.346 2.423 -2.788  3.011
27 C 2.403 -1.776 1.234  -0.397
28 C 0.126 -0.789 -4.302  -1.321
29 C -1.808 -4.313 -1.120  -1.070
30 C 1.360 3.217 3.261  -1.035
31 C 5.388 0.105 0.151  -1.446
32 C 0.742 -3.675 1.061  -0.992
33 C -1.748 -2.296 -4.576  -1.123
34 C 4.068 -0.490 0.503  0.378
35 C -4.076 0.819 1.371  0.509
36 C 1.721 -2.922 1.962  2.285
37 C -4.337 2.203 1.234  -1.235
38 C -2.755 0.397 1.164  -1.104
39 C 1.163 2.765 -2.977  -0.939
40 C -1.601 0.739 3.641  -0.253
41 C 3.466 4.039 2.006  -1.475
42 C 0.206 1.245 5.269  -1.759
43 C 3.788 -1.722 1.039  -1.196
44 C -5.004 -0.160 1.807  0.433
45 C 3.707 2.940 -2.501  -1.537
46 C 0.430 2.198 3.023  -0.575
47 C -1.865 3.812 -2.381  -1.763
48 C -3.224 -1.787 1.980  0.465
49 C 2.785 -3.931 2.417  -2.570
50 C 1.049 -2.394 3.231  -1.171
51 C -1.309 2.449 -4.328  -1.828
52 C -2.016 2.560 0.745  -1.031
53 C 2.292 2.572 -2.215  0.152
54 C -2.283 -0.899 1.490  -0.025
55 C -3.124 -2.246 -1.509  -1.217
56 B 2.690 1.658 0.168  -1.167
57 H -0.411 -4.479 -3.430  0.381
58 H 4.351 2.061 -2.517  0.186
59 H 3.298 -4.392 1.571  0.443
60 H -2.085 2.766 5.297  0.470
61 H 1.393 3.870 4.114  0.640
62 H -2.855 3.972 -2.812  0.463
63 H -0.944 1.509 -4.736  0.043
64 H -0.724 3.818 4.928  0.394
65 H 1.110 -5.121 -2.818  0.312
66 H 4.506 -2.477 1.296  0.760
67 H 2.096 -1.825 -1.389  0.093
68 H -0.481 1.008 6.082  0.503
69 H 5.604 0.988 0.751  0.199
70 H 0.269 -1.684 3.002  -0.333
71 H -0.280 -0.199 -5.123  0.383
72 H -0.007 -3.015 0.635  -0.289
73 H 3.749 2.196 0.119  -0.082
74 H -2.039 0.284 4.530  0.727
75 H -1.180 3.202 0.509  1.065
76 H -3.693 -2.246 -2.442  0.257
77 H 2.295 -4.727 2.978  0.452
78 H 4.103 3.627 -1.753  0.217
79 H 0.599 -3.225 3.777  0.504
80 H -1.121 -2.942 -5.200  0.356
81 H -2.296 -5.005 -1.812  0.333
82 H 1.789 -1.921 3.880  0.427
83 H -2.425 1.179 3.073  0.323
84 H -2.973 -1.212 -1.200  0.179
85 H -3.471 4.134 0.920  0.606
86 H 3.540 4.769 2.809  0.471
87 H -1.200 4.589 -2.761  0.399
88 H -1.144 -0.055 3.061  -1.005
89 H 1.119 -3.974 -4.166  0.288
90 H 4.378 3.444 1.998  0.226
91 H 0.621 -0.116 -3.602  0.350
92 H -1.947 3.948 -1.312  0.192
93 H -0.782 -4.632 -0.966  0.321
94 H 0.867 -1.478 -4.727  0.329
95 H 2.660 -3.494 -1.547  0.421
96 H -2.534 1.233 -1.364  -0.608
97 H -3.290 1.539 -2.915  0.857
98 H 0.940 1.958 5.638  0.393
99 H 5.426 0.398 -0.898  0.165
100 H -2.291 -1.618 -5.236  0.277
101 H -0.706 3.262 -4.726  0.437
102 H -5.278 -2.161 2.474  0.536
103 H 6.173 -0.628 0.328  0.502
104 H -2.467 -2.918 -4.052  0.351
105 H -2.325 2.602 -4.692  0.499
106 H 3.529 -3.473 3.070  0.467
107 H 3.765 3.422 -3.475  0.460
108 H 0.731 0.330 4.987  0.218
109 H -5.342 2.567 1.394  0.492
110 H 1.282 -4.174 0.255  0.339
111 H -2.321 -4.358 -0.159  0.293
112 H 0.227 -4.439 1.646  0.642
113 H 2.583 -2.451 -2.977  0.346
114 H -3.723 -2.740 -0.745  0.522
115 H 1.132 3.244 -3.935  0.552
116 H -1.983 0.360 -2.794  -0.523
117 H -1.934 3.474 3.686  0.272
118 H 3.408 4.575 1.058  0.260

---

Q: Which of these has the highest 2S+1?
A: C4H7N2

---

Q: Which of these has the highest 2S+1?
A: C4H7N2